1.
ORCA calculation (ωB97M-V/def2-TZVPD) on a structure of composition C11H27ClIN2OP2PtS.

Each line ends with the Mulliken spin population.
Positions of all 47 atoms, in Å:
C  -3.893  3.600  1.111  -0.02
C  -2.887  2.552  0.780  0.03
H  -4.905  3.217  0.946  0.00
H  -3.724  4.472  0.471  0.00
H  -3.778  3.887  2.161  0.00
O  -3.087  1.416  0.386  0.00
I  -0.867  3.298  1.093  0.32
Pt  0.351  1.078  0.374  1.01
P  -0.219  -0.212  2.261  0.46
C  -0.626  -1.944  1.913  0.00
C  1.214  -0.100  3.366  0.02
H  0.975  -0.502  4.362  0.01
H  -1.741  -0.276  4.119  0.01
H  1.516  0.956  3.440  0.00
H  -1.402  1.406  3.588  0.00
H  0.146  -2.386  1.267  0.00
H  2.032  -0.669  2.905  0.00
C  -1.608  0.384  3.248  0.02
H  -0.689  -2.514  2.852  0.02
H  -2.517  0.374  2.635  0.00
H  -1.600  -1.988  1.403  0.00
P  -0.082  1.218  -1.938  0.47
C  -0.494  -0.349  -2.753  -0.01
C  -1.424  2.321  -2.428  0.02
H  1.710  2.813  -2.039  0.00
H  1.244  2.256  -3.696  0.01
H  2.212  1.193  -2.600  0.00
C  1.417  1.949  -2.653  0.02
H  -1.223  3.331  -2.049  0.00
H  -1.492  2.341  -3.526  0.01
H  -0.461  -0.227  -3.846  0.02
H  -1.512  -0.649  -2.462  0.00
H  -2.365  1.948  -2.005  0.00
H  0.223  -1.124  -2.445  0.00
Cl  2.106  2.754  0.964  0.54
S  2.351  -0.146  0.034  0.91
C  2.115  -1.745  -0.517  -0.05
N  2.075  -2.837  0.275  0.06
C  2.281  -4.063  -0.496  0.00
C  2.310  -3.575  -1.936  0.00
N  2.117  -2.129  -1.812  0.06
H  2.318  -2.762  1.263  0.00
H  1.464  -4.765  -0.310  0.00
H  3.226  -4.542  -0.216  0.00
H  1.508  -4.000  -2.544  0.00
H  3.271  -3.794  -2.416  0.00
H  2.411  -1.465  -2.527  0.00

HOMO-LUMO gap (spin up / spin down) = 7.643 / 5.057 eV
Total charge = +3
<S²> = 6.0162
2S+1 = 5



2.
ORCA calculation (ωB97M-V/def2-TZVPD) on an isolated molecule of C5H8O2.

Each line ends with the natural charge from an NBO analysis.
Positions of all 15 atoms, in Å:
O  -1.513  1.016  0.735  -0.73
C  -1.496  -0.086  -0.152  -0.06
C  -0.087  -0.674  -0.206  -0.24
C  0.798  -0.393  1.045  -0.53
C  1.673  0.497  0.164  0.62
O  2.584  1.248  0.381  -0.51
C  0.917  0.101  -1.102  -0.53
H  -2.405  1.382  0.746  0.48
H  -2.211  -0.860  0.168  0.16
H  -1.784  0.236  -1.164  0.16
H  -0.162  -1.735  -0.462  0.21
H  0.307  0.136  1.865  0.26
H  1.337  -1.263  1.433  0.24
H  0.522  0.932  -1.695  0.23
H  1.520  -0.540  -1.755  0.24

HOMO-LUMO gap = 10.071 eV
Total charge = 0
Energy relative to the best compared isomer or geometry (same formula, charge and spin) = 1.249 eV
SMILES = O=C1CC(CO)C1



3.
ORCA calculation (ωB97M-V/def2-TZVPD) on an isolated molecule of C4H5ClN2O.

Each line ends with the natural charge from an NBO analysis.
Positions of all 13 atoms, in Å:
C  -0.898  0.042  0.004  -0.07
C  0.086  -0.889  0.321  -0.26
C  1.536  -0.618  0.129  0.37
C  -0.246  1.420  0.200  -0.12
H  -0.199  -1.937  0.620  0.22
H  1.793  -2.494  -0.400  0.35
H  2.700  0.815  0.066  0.37
H  0.079  1.664  1.361  0.21
H  -0.844  2.187  -0.256  0.20
N  2.328  -1.541  -0.265  -0.64
N  1.794  0.716  0.288  -0.35
O  1.000  1.516  -0.490  -0.35
Cl  -2.544  -0.372  -0.091  0.07

HOMO-LUMO gap = 9.502 eV
Total charge = 0
Energy relative to the best compared isomer or geometry (same formula, charge and spin) = 4.345 eV
SMILES = [H]/N=C1\C=C(Cl)CON1



4.
ORCA calculation (ωB97M-V/def2-TZVPD) on a cluster of 18 separate species, H34O21P in total.

Each line ends with the natural charge from an NBO analysis.
Positions of all 56 atoms, in Å:
P  -0.165  -0.066  0.026  2.60
O  0.710  -0.389  1.278  -1.27
O  -1.741  0.024  0.269  -1.29
O  0.036  -1.109  -1.110  -1.27
O  0.303  1.341  -0.493  -1.27
O  -0.616  -0.089  -3.492  -1.03
H  -0.345  -0.477  -2.629  0.50
H  -0.423  0.854  -3.404  0.49
O  2.272  1.219  -2.250  -1.02
H  1.475  1.081  -1.671  0.51
H  2.958  1.485  -1.633  0.46
O  -4.434  -0.180  0.805  -0.97
H  -4.312  -0.850  1.483  0.46
H  -3.523  0.043  0.536  0.50
O  -1.351  2.789  1.464  -0.98
H  -2.052  2.239  1.827  0.48
H  -0.848  2.189  0.884  0.49
O  0.944  0.636  3.658  -1.00
H  1.590  0.112  4.138  0.45
H  0.946  0.254  2.741  0.52
O  -1.974  0.324  3.013  -1.02
H  -1.825  0.186  2.055  0.50
H  -1.087  0.406  3.385  0.49
O  3.331  -0.152  1.226  -1.04
H  3.528  -1.074  1.034  0.48
H  2.339  -0.123  1.239  0.51
O  2.419  2.485  0.579  -1.04
H  1.666  1.921  0.240  0.52
H  3.029  1.839  0.954  0.49
O  -2.946  -1.378  -1.868  -0.99
H  -2.224  -1.182  -2.473  0.48
H  -2.634  -1.047  -1.004  0.49
O  2.054  -2.703  0.955  -1.03
H  2.308  -2.824  0.032  0.48
H  1.519  -1.867  0.962  0.51
O  -3.010  1.826  -1.212  -1.00
H  -2.266  2.151  -1.725  0.47
H  -2.609  1.215  -0.546  0.49
O  -1.995  -2.647  1.043  -1.01
H  -1.732  -1.700  0.995  0.49
H  -1.570  -3.056  0.273  0.50
O  2.264  4.330  -1.602  -0.98
H  2.381  3.639  -0.918  0.51
H  3.106  4.351  -2.062  0.44
O  2.290  -2.396  -1.899  -1.02
H  2.653  -1.734  -2.493  0.48
H  1.513  -1.945  -1.497  0.52
O  -0.531  -3.645  -1.268  -0.99
H  -0.170  -2.732  -1.118  0.51
H  0.205  -4.228  -1.060  0.45
O  -0.412  2.743  -2.606  -1.02
H  0.439  3.094  -2.888  0.48
H  -0.211  2.320  -1.737  0.52
O  -0.537  -2.743  3.485  -0.99
H  0.214  -2.145  3.473  0.46
H  -0.949  -2.620  2.608  0.51

HOMO-LUMO gap = 8.089 eV
Total charge = -3
Energy relative to the best compared isomer or geometry (same formula, charge and spin) = 0.000 eV



| no. | largest force on an atom (eV/Å) | calculated total energy (eV) |
| --- | --- | --- |
| 1 | 3.54 | -70126.72953 |
| 2 | 0.59 | -9408.58361 |
| 3 | 5.37 | -21775.09191 |
| 4 | 2.92 | -52845.88792 |